A.
Here is C5H9F in the gas phase from the Open Molecules 2025 dataset. Energies are from the ωB97M-V functional and the def2-TZVPD basis.

Each atom is followed by the atoms it is bonded to, with distances in Å.
CARTESIAN COORDINATES (ANGSTROEM)
1 C 2.11425 -0.81362 -0.13312  C2 1.529, H7 1.083, H8 1.132, H9 1.104
2 C 1.37059 0.52134 -0.08343  C1 1.529, C3 1.307, H10 1.078
3 C 0.08107 0.48300 0.12736  C2 1.307, F4 1.397, C5 1.483
4 F -0.65223 1.66050 -0.03567  C3 1.397
5 C -0.74634 -0.68865 0.50261  C3 1.483, C6 1.520, H11 1.107, H12 1.071
6 C -2.00617 -0.87218 -0.32715  C5 1.520, H13 1.041, H14 1.097, H15 1.091
7 H 1.52561 -1.59864 -0.59212  C1 1.083
8 H 3.07577 -0.68678 -0.71652  C1 1.132
9 H 2.47099 -1.17488 0.84704  C1 1.104
10 H 1.92961 1.44248 -0.04178  C2 1.078
11 H -0.96303 -0.65570 1.58803  C5 1.107
12 H -0.13349 -1.55201 0.34305  C5 1.071
13 H -2.66642 -1.57739 0.06179  C6 1.041
14 H -2.43001 0.13950 -0.30027  C6 1.097
15 H -1.81937 -1.06053 -1.38580  C6 1.091

Computed properties:
Frontier orbital gap in eV: 10.3427
M in g mol⁻¹: 88.12
SMILES: C/C=C(/F)CC
Charge: 0

B.
Here is 2 unconnected molecules or ions with the total composition C5H9F from the Open Molecules 2025 dataset. Energies are from the ωB97M-V functional and the def2-TZVPD basis.

Each atom is followed by the atoms it is bonded to, with distances in Å.
CARTESIAN COORDINATES (ANGSTROEM)
1 C -1.98970 0.52775 0.17467  C2 1.313, H7 1.179, H8 1.030
2 C -1.66775 -0.69655 0.52244  C1 1.313, C4 1.509, H9 0.994
3 C 2.09452 -0.08829 -0.42977  C5 1.488, F6 1.331
4 C -0.61295 -1.32359 -0.35546  C2 1.509, H10 1.185, H11 1.125, H12 1.030
5 C 1.75924 1.31168 -0.05296  C3 1.488, H13 1.180, H14 1.097, H15 1.036
6 F 2.84250 -0.83423 0.37986  C3 1.331
7 H -1.47476 0.93800 -0.80322  C1 1.179
8 H -2.53697 1.11661 0.81806  C1 1.030
9 H -1.90738 -1.12038 1.38862  C2 0.994
10 H -0.80113 -2.49237 -0.30581  C4 1.185
11 H 0.46224 -1.19594 -0.05060  C4 1.125
12 H -0.80046 -1.05718 -1.33245  C4 1.030
13 H 0.73929 1.10863 0.50495  C5 1.180
14 H 1.40517 1.93415 -0.88368  C5 1.097
15 H 2.48813 1.87168 0.42534  C5 1.036

Computed properties:
Frontier orbital gap in eV: 8.7182
M in g mol⁻¹: 88.12
Charge: 0

It turns out A is the most stable, with the second structure 439.7 kJ/mol higher.

A.
Here is 4 unconnected molecules or ions with the total composition C3H16N2O3 from the Open Molecules 2025 dataset. Energies are from the ωB97M-V functional and the def2-TZVPD basis.

Each atom is followed by the atoms it is bonded to, with distances in Å.
CARTESIAN COORDINATES (ANGSTROEM)
1 C -2.63401 0.20183 2.31976  N2 1.439, H6 1.110, H7 1.124, H8 1.070
2 N -1.71614 0.10640 1.21602  C1 1.439, C3 1.492, H9 1.027
3 C -0.70187 1.19099 1.36184  N2 1.492, C4 1.490, H10 1.132, H11 1.093
4 C 0.37789 1.13972 0.33633  C3 1.490, N5 1.491, H12 1.142, H13 1.110
5 N 1.74220 0.82469 0.84930  C4 1.491, H14 0.989, H15 1.000
6 H -2.60198 -0.40872 3.24613  C1 1.110
7 H -2.74781 1.22189 2.77761  C1 1.124
8 H -3.62779 0.00611 1.97576  C1 1.070
9 H -1.24484 -0.80520 1.26166  N2 1.027
10 H -0.15876 1.20788 2.35517  C3 1.132
11 H -1.38914 2.02928 1.22162  C3 1.093
12 H 0.45506 2.05158 -0.34746  C4 1.142
13 H 0.27251 0.36406 -0.45059  C4 1.110
14 H 2.26352 1.59192 1.19272  N5 0.989
15 H 2.33963 0.39907 0.16951  N5 1.000
16 O 3.11800 -0.81534 -1.45697  H17 0.964, H18 0.958
17 H 3.45009 -0.86541 -2.36059  O16 0.964
18 H 2.41815 -1.43777 -1.25553  O16 0.958
19 O 0.06485 -0.10766 -2.99224  H20 0.982, H21 0.972
20 H 0.60826 0.69637 -2.84179  O19 0.982
21 H -0.35310 0.20421 -3.81254  O19 0.972
22 O 0.37684 -2.98237 -1.52296  H23 0.957, H24 0.977
23 H -0.30696 -3.58104 -1.22365  O22 0.957
24 H -0.00460 -2.23249 -2.01910  O22 0.977

Computed properties:
Frontier orbital gap in eV: 9.2211
M in g mol⁻¹: 128.17
SMILES: CNCCN.O.O.O
Charge: 0

B.
Here is 4 unconnected molecules or ions with the total composition C3H16N2O3 from the Open Molecules 2025 dataset. Energies are from the ωB97M-V functional and the def2-TZVPD basis.

Each atom is followed by the atoms it is bonded to, with distances in Å.
CARTESIAN COORDINATES (ANGSTROEM)
1 C -2.20784 1.82287 1.18061  C2 1.600, H6 1.121, H7 1.053, H8 1.057
2 C -1.42089 0.58560 0.54061  C1 1.600, N3 1.493, C4 1.539, H9 1.174
3 N -2.24093 -0.11955 -0.48867  C2 1.493, H10 1.121, H11 0.965
4 C -0.73057 -0.38402 1.51584  C2 1.539, N5 1.413, H12 1.124, H13 1.242
5 N 0.48191 -0.97090 1.08860  C4 1.413, H14 0.957, H15 1.003
6 H -2.29394 1.86058 2.29775  C1 1.121
7 H -2.07959 2.66437 0.56151  C1 1.053
8 H -3.24779 1.75295 1.00674  C1 1.057
9 H -0.52608 1.05806 -0.05498  C2 1.174
10 H -2.48657 -1.19337 -0.28224  N3 1.121
11 H -3.10662 0.16109 -0.81046  N3 0.965
12 H -1.44074 -1.25068 1.61100  C4 1.124
13 H -0.56310 0.17898 2.61034  C4 1.242
14 H 1.28390 -0.45793 1.18430  N5 0.957
15 H 0.27756 -1.23837 0.14378  N5 1.003
16 O 0.10956 -1.43327 -1.85365  H17 0.914, H18 0.968
17 H -0.43386 -0.73713 -1.61801  O16 0.914
18 H -0.36424 -2.01520 -2.46581  O16 0.968
19 O 2.47780 1.08107 0.54433  H20 1.011, H21 0.999
20 H 2.40837 2.03412 0.87338  O19 1.011
21 H 3.17145 1.00584 -0.17037  O19 0.999
22 O 2.70948 -0.44995 -1.79391  H23 0.935, H24 0.830
23 H 3.31997 -0.96663 -2.27822  O22 0.935
24 H 2.17559 -0.95306 -1.40484  O22 0.830

Computed properties:
Frontier orbital gap in eV: 9.2961
M in g mol⁻¹: 128.17
SMILES: C[C@H](N)CN.O.O.O
Charge: 0

It turns out A is the most stable, with the second structure 131.0 kJ/mol higher.

A.
Here is 2 unconnected molecules or ions with the total composition C5H10NO4P from the Open Molecules 2025 dataset. Energies are from the ωB97M-V functional and the def2-TZVPD basis.

Each atom is followed by the atoms it is bonded to, with distances in Å.
CARTESIAN COORDINATES (ANGSTROEM)
1 C 1.38467 0.81482 -0.53642  N6 1.344, O9 1.245
2 C -1.54038 2.00523 0.63065  C5 1.455, H12 1.056, H13 1.096, H14 1.139
3 C 2.97284 -0.94976 -0.20845  N6 1.459, H15 1.099, H16 1.051, H17 1.087
4 C 0.66068 -1.35037 0.30123  N6 1.398, H18 1.121, H19 1.140, H20 1.184
5 C -1.27636 0.97854 -0.36643  C2 1.455, P11 1.920, H21 1.050
6 N 1.63423 -0.40059 -0.02002  C1 1.344, C3 1.459, C4 1.398
7 O -3.66433 0.45554 -0.42594  P11 1.543
8 O -2.35972 -1.52925 -1.18678  P11 1.475
9 O 2.26785 1.61510 -0.89807  C1 1.245
10 O -2.45592 -1.11372 1.26604  P11 1.537
11 P -2.48423 -0.49705 -0.14116  C5 1.920, O7 1.543, O8 1.475, O10 1.537
12 H -1.00444 1.79419 1.51584  C2 1.056
13 H -1.33398 3.03029 0.30389  C2 1.096
14 H -2.61023 2.30364 0.88130  C2 1.139
15 H 3.69257 -0.53067 -0.92608  C3 1.099
16 H 3.50936 -1.16591 0.66900  C3 1.051
17 H 3.00130 -1.91611 -0.70632  C3 1.087
18 H 0.88734 -2.21156 -0.37939  C4 1.121
19 H 0.65380 -1.60450 1.41290  C4 1.140
20 H -0.47587 -1.05327 0.15487  C4 1.184
21 H -1.45919 1.32541 -1.34066  C5 1.050

Computed properties:
Frontier orbital gap (spin up / spin down) in eV: 5.6915 / 5.6160
M in g mol⁻¹: 179.11
Charge: -2

B.
Here is 2 unconnected molecules or ions with the total composition C5H10NO4P from the Open Molecules 2025 dataset. Energies are from the ωB97M-V functional and the def2-TZVPD basis.

Each atom is followed by the atoms it is bonded to, with distances in Å.
CARTESIAN COORDINATES (ANGSTROEM)
1 C 0.57202 -1.13600 0.20943  N6 1.508, O9 1.322
2 C -2.72145 -1.73450 0.08446  C5 1.470, H12 1.066, H13 1.096, H14 1.231
3 C 1.72665 0.15228 -1.76222  N6 1.433, H15 1.043, H16 1.119, H17 1.075
4 C 0.59839 1.37602 -0.03021  N6 1.446, H18 1.140, H19 1.070, H20 1.055
5 C -3.04121 -0.34991 -0.29109  C2 1.470, O7 1.531, P11 1.750, H21 1.033
6 N 1.11492 0.09778 -0.46717  C1 1.508, C3 1.433, C4 1.446
7 O -3.53235 0.40362 0.94750  C5 1.531, P11 1.755
8 O -5.10872 1.51755 -0.98952  P11 1.493
9 O 1.08556 -2.23212 -0.32110  C1 1.322
10 O -5.77752 -0.72958 -0.02307  P11 1.489
11 P -4.69065 0.23031 -0.35951  C5 1.750, O7 1.755, O8 1.493, O10 1.489
12 H -2.01707 -1.68286 0.88331  C2 1.066
13 H -3.49550 -2.43908 0.40937  C2 1.096
14 H -2.08662 -2.22952 -0.84632  C2 1.231
15 H 2.02942 -0.83671 -1.89834  C3 1.043
16 H 0.95430 0.46324 -2.50952  C3 1.119
17 H 2.72136 0.54425 -1.65351  C3 1.075
18 H -0.16815 1.80828 -0.75553  C4 1.140
19 H 0.14152 1.32555 0.93644  C4 1.070
20 H 1.47465 1.96392 -0.02928  C4 1.055
21 H -2.19273 0.14312 -0.61452  C5 1.033

Computed properties:
Frontier orbital gap in eV: 5.8565
M in g mol⁻¹: 179.11
Charge: -2

It turns out B is the most stable, with the second structure 133.8 kJ/mol higher.

A.
Here is 2 unconnected molecules or ions with the total composition C2H4FI from the Open Molecules 2025 dataset. Energies are from the ωB97M-V functional and the def2-TZVPD basis.

Each atom is followed by the atoms it is bonded to, with distances in Å.
CARTESIAN COORDINATES (ANGSTROEM)
1 C 0.38101 0.25784 -0.41988  H5 1.023, H6 1.065, H7 1.136
2 C -1.34975 -0.77770 0.47162  F3 1.309, I4 2.174, H8 1.115
3 F -1.33243 -2.00088 0.00551  C2 1.309
4 I -3.22216 0.19065 -0.05933  C2 2.174
5 H -0.24420 1.05267 -0.57465  C1 1.023
6 H 1.30170 0.25451 0.11600  C1 1.065
7 H 0.54934 -0.29589 -1.39683  C1 1.136
8 H -1.29566 -0.72287 1.58439  C2 1.115

Computed properties:
Frontier orbital gap in eV: 9.3393
M in g mol⁻¹: 173.96
Charge: 0

B.
Here is C2H4FI in the gas phase from the Open Molecules 2025 dataset. Energies are from the ωB97M-V functional and the def2-TZVPD basis.

Each atom is followed by the atoms it is bonded to, with distances in Å.
CARTESIAN COORDINATES (ANGSTROEM)
1 C 0.13908 -0.02857 0.32116  C2 1.546, H5 1.150, H6 1.128, H7 1.057
2 C -0.14552 -0.88798 -0.93154  C1 1.546, F3 1.291, I4 2.191, H8 1.023
3 F -0.73193 -1.99204 -0.60867  C2 1.291
4 I 1.64966 -1.42578 -2.06724  C2 2.191
5 H 0.63337 -0.51518 1.23897  C1 1.150
6 H 0.79858 0.85389 0.07688  C1 1.128
7 H -0.81915 0.22261 0.68905  C1 1.057
8 H -0.70109 -0.31279 -1.56878  C2 1.023

Computed properties:
Frontier orbital gap in eV: 10.1073
M in g mol⁻¹: 173.96
SMILES: C[C@H](F)I
Charge: 0

It turns out B is the most stable, with the second structure 231.8 kJ/mol higher.

A.
Here is a gas-phase ion, C4H8BrN2 (charge +1) from the Open Molecules 2025 dataset. Energies are from the ωB97M-V functional and the def2-TZVPD basis.

Each atom is followed by the atoms it is bonded to, with distances in Å.
CARTESIAN COORDINATES (ANGSTROEM)
1 N -0.21195 2.26144 0.34097  C2 1.283, H8 0.994, H9 0.997
2 C -0.30662 1.00678 0.09096  N1 1.283, N3 1.290, C6 1.847
3 N -0.77377 0.31545 -0.89343  C2 1.290, C4 1.469, H10 1.050
4 C -0.62992 -1.14367 -0.80684  N3 1.469, C5 1.557, H11 1.088, H12 1.114
5 C 0.11916 -1.42230 0.52919  C4 1.557, C6 1.518, H13 1.069, H14 1.093
6 C 0.87627 -0.15955 0.89925  C2 1.847, C5 1.518, Br7 1.933, H15 1.115
7 Br 2.50383 -0.12628 -0.14365  C6 1.933
8 H 0.50565 2.42098 1.01072  N1 0.994
9 H -0.38578 3.01614 -0.28661  N1 0.997
10 H -1.38226 0.49918 -1.72943  N3 1.050
11 H -0.06028 -1.35983 -1.70856  C4 1.088
12 H -1.66869 -1.52783 -0.92288  C4 1.114
13 H -0.62682 -1.71367 1.23743  C5 1.069
14 H 0.83576 -2.24581 0.47333  C5 1.093
15 H 1.20541 0.17897 1.90952  C6 1.115

Computed properties:
Frontier orbital gap in eV: 10.7430
M in g mol⁻¹: 164.03
SMILES: [NH2+]=C1NCC[C@H]1Br
Charge: +1

B.
Here is 2 unconnected molecules or ions with the total composition C4H8BrN2 from the Open Molecules 2025 dataset. Energies are from the ωB97M-V functional and the def2-TZVPD basis.

Each atom is followed by the atoms it is bonded to, with distances in Å.
CARTESIAN COORDINATES (ANGSTROEM)
1 Br 3.13046 -3.44947 4.32198  C2 1.907
2 C 1.47969 -4.07391 5.04403  Br1 1.907, H3 1.103, H4 1.103, H5 1.103
3 H 1.56850 -5.13148 5.34446  C2 1.103
4 H 0.67610 -3.98770 4.29340  C2 1.103
5 H 1.19930 -3.47898 5.92949  C2 1.103
6 C 1.41355 4.27558 -0.80360  C7 1.370, N9 1.373, H11 1.090
7 C 1.59749 3.55814 0.34850  C6 1.370, N10 1.373, H12 1.090
8 C 1.71258 2.14398 -1.36463  N9 1.336, N10 1.336, H13 1.090
9 N 1.49052 3.37443 -1.83674  C6 1.373, C8 1.336, H14 1.036
10 N 1.77833 2.25188 -0.03412  C7 1.373, C8 1.336, H15 1.036
11 H 1.23701 5.33923 -0.96351  C6 1.090
12 H 1.61309 3.87242 1.39209  C7 1.090
13 H 1.81923 1.23089 -1.95029  C8 1.090
14 H 1.39251 3.60111 -2.84288  N9 1.036
15 H 1.94306 1.45375 0.60553  N10 1.036

Computed properties:
Frontier orbital gap in eV: 8.5083
M in g mol⁻¹: 164.03
Charge: +1

It turns out B is the most stable, with the second structure 91.3 kJ/mol higher.

A.
Here is 5 unconnected molecules or ions with the total composition C2H13NO5 from the Open Molecules 2025 dataset. Energies are from the ωB97M-V functional and the def2-TZVPD basis.

Each atom is followed by the atoms it is bonded to, with distances in Å.
CARTESIAN COORDINATES (ANGSTROEM)
1 C -1.54494 1.40829 -1.04384  C2 1.430, H5 1.118, H7 1.160
2 C -1.71442 -0.00781 -0.93691  C1 1.430, N3 1.393, O4 1.512, H6 1.188
3 N -2.27132 -0.36662 0.28876  C2 1.393, H8 1.005, H9 1.002
4 O -0.58657 -0.94295 -1.31188  C2 1.512, H13 0.975
5 H -2.63672 1.64838 -1.02875  C1 1.118
6 H -2.39964 -0.35262 -1.84352  C2 1.188
7 H -0.92109 1.87313 -1.90399  C1 1.160
8 H -2.72611 -1.25536 0.40266  N3 1.005
9 H -1.91674 -0.05744 1.17333  N3 1.002
10 H 0.16678 -0.90044 1.83416  O12 0.965
11 H 1.58913 -1.22258 1.71120  O12 1.006
12 O 0.74696 -1.63276 2.07749  H10 0.965, H11 1.006
13 H 0.01635 -0.17726 -1.28757  O4 0.975
14 H 2.27034 0.85023 -2.18906  O15 0.957
15 O 1.82614 0.73422 -1.34945  H14 0.957, H17 1.033
16 H 3.41840 -0.40514 1.08171  O18 0.964
17 H 2.41063 0.34391 -0.59234  O15 1.033
18 O 2.56033 -0.46264 0.64685  H16 0.964
19 H 0.78720 1.35866 0.98509  O21 0.970
20 H -0.76255 1.43941 0.48644  O21 1.031
21 O -0.12735 1.18719 1.25785  H19 0.970, H20 1.031

Computed properties:
Frontier orbital gap in eV: 3.3806
M in g mol⁻¹: 131.13
Charge: 0

B.
Here is 5 unconnected molecules or ions with the total composition C2H13NO5 from the Open Molecules 2025 dataset. Energies are from the ωB97M-V functional and the def2-TZVPD basis.

Each atom is followed by the atoms it is bonded to, with distances in Å.
CARTESIAN COORDINATES (ANGSTROEM)
1 N 1.73841 0.90616 -0.29146  C2 1.459, H5 1.033, H6 1.021
2 C 2.91228 0.32849 -0.93763  N1 1.459, C3 1.478, H7 1.151, H8 1.088
3 C 4.04439 0.10563 -0.01405  C2 1.478, O4 1.215, H9 1.111
4 O 4.30455 0.98104 0.78657  C3 1.215
5 H 1.46202 0.27799 0.48114  N1 1.033
6 H 2.10008 1.72780 0.19408  N1 1.021
7 H 3.26484 1.16070 -1.65008  C2 1.151
8 H 2.68462 -0.43917 -1.67467  C2 1.088
9 H 4.68537 -0.79815 -0.10071  C3 1.111
10 O -1.41292 -1.30002 -0.59166  H11 0.972, H12 0.988
11 H -2.09087 -1.39474 -1.28103  O10 0.972
12 H -1.39988 -0.31334 -0.64225  O10 0.988
13 O -0.89764 0.24737 2.30122  H14 0.973, H15 0.970
14 H -0.57884 -0.26438 1.53733  O13 0.973
15 H -1.32302 -0.47060 2.79585  O13 0.970
16 O -1.93526 1.46383 -0.95998  H17 0.967, H18 0.973
17 H -2.60457 2.14062 -0.79166  O16 0.967
18 H -1.55728 1.44848 -0.06373  O16 0.973
19 O -4.83443 -1.80320 0.47255  H20 0.979, H21 0.966
20 H -3.91961 -1.81292 0.82112  O19 0.979
21 H -4.64222 -2.19156 -0.39095  O19 0.966

Computed properties:
Frontier orbital gap in eV: 10.1642
M in g mol⁻¹: 131.13
SMILES: NCC=O.O.O.O.O
Charge: 0

It turns out B is the most stable, with the second structure 657.9 kJ/mol higher.